# C58H125N11

A 11-piece molecular cluster, C58H125N11 overall (ωB97M-V with the def2-TZVPD basis set, OMol25).

```
! RIJCOSX wB97M-V def2-TZVPD def2/J DEFGRID3
* xyz -1 2
N -3.312 -1.650 1.381
C -2.912 -2.337 2.454
C -3.930 -2.833 3.156
C -5.047 -2.364 2.468
C -4.658 -1.579 1.346
H -2.707 -1.232 0.689
H -1.847 -2.424 2.607
H -3.945 -3.439 4.050
H -6.071 -2.609 2.709
H -5.209 -1.224 0.487
N 2.530 0.284 -4.342
C 3.762 0.142 -3.743
C 3.988 1.258 -3.014
C 2.804 2.078 -3.260
C 1.904 1.447 -4.081
H 2.266 -0.412 -5.024
H 4.501 -0.618 -3.952
H 4.882 1.476 -2.450
H 2.668 3.063 -2.839
H 1.050 1.906 -4.556
N -3.583 1.983 3.304
C -4.627 1.965 2.439
C -5.072 3.173 2.134
C -4.177 4.109 2.781
C -3.300 3.319 3.530
H -3.115 1.176 3.690
H -5.046 1.032 2.093
H -5.882 3.317 1.435
H -4.256 5.186 2.743
H -2.510 3.449 4.254
N 1.820 7.700 -3.277
C 0.810 8.101 -4.045
C -0.298 7.245 -3.835
C 0.105 6.198 -3.025
C 1.361 6.578 -2.554
H 2.666 8.214 -3.077
H 0.856 9.013 -4.622
H -1.245 7.463 -4.307
H -0.443 5.329 -2.693
H 1.991 6.106 -1.814
C 4.044 -3.223 2.334
C 4.820 -3.647 1.074
N 5.025 -2.544 0.099
C 3.816 -2.001 -0.695
C 3.163 -3.119 -1.529
C 6.210 -2.845 -0.765
C 6.954 -1.615 -1.279
H 4.292 -2.238 2.731
H 4.136 -3.876 3.202
H 2.989 -2.979 2.203
H 5.820 -3.938 1.393
H 4.455 -4.496 0.496
H 3.027 -1.529 -0.109
H 4.118 -1.223 -1.397
H 3.972 -3.465 -2.172
H 2.947 -3.918 -0.820
H 2.294 -2.882 -2.142
H 5.913 -3.470 -1.607
H 6.961 -3.446 -0.252
H 6.305 -0.854 -1.711
H 7.614 -1.926 -2.088
H 7.434 -1.103 -0.445
C 5.205 3.562 -0.163
C 4.966 3.649 1.340
N 4.003 4.535 1.905
C 2.630 4.425 1.471
C 2.100 3.150 2.055
C 4.306 4.794 3.341
C 5.469 5.838 3.497
H 6.205 3.193 -0.389
H 5.053 4.522 -0.657
H 4.433 2.980 -0.667
H 4.592 2.668 1.633
H 5.902 4.028 1.749
H 1.919 5.213 1.718
H 2.460 4.385 0.395
H 2.711 2.312 1.721
H 1.839 3.130 3.113
H 1.213 2.994 1.440
H 4.585 3.912 3.916
H 3.444 5.319 3.754
H 5.401 6.761 2.921
H 6.524 5.567 3.507
H 5.346 6.367 4.442
C -4.671 -5.654 -1.146
C -5.553 -5.534 -2.434
N -5.005 -4.366 -3.203
C -5.332 -3.140 -2.528
C -4.325 -2.122 -2.894
C -5.712 -4.496 -4.471
C -5.334 -5.733 -5.368
H -5.081 -5.163 -0.264
H -3.735 -5.121 -1.313
H -4.520 -6.702 -0.889
H -5.642 -6.496 -2.938
H -6.572 -5.512 -2.047
H -6.316 -2.781 -2.828
H -5.415 -3.258 -1.448
H -4.559 -1.130 -2.508
H -3.311 -2.493 -2.744
H -4.420 -1.937 -3.964
H -5.685 -3.642 -5.149
H -6.786 -4.604 -4.321
H -4.285 -5.640 -5.652
H -5.799 -5.667 -6.351
H -5.508 -6.749 -5.015
C -0.593 0.254 2.018
C -0.244 -0.517 0.836
N -1.275 -0.441 -0.229
C -1.872 0.911 -0.505
C -0.822 1.978 -0.999
C -0.884 -1.041 -1.518
C -0.850 -2.548 -1.255
H -1.561 0.177 2.513
H -0.605 1.320 1.794
H 0.124 0.087 2.823
H 0.795 -0.225 0.686
H -0.094 -1.519 1.238
H -2.470 1.149 0.374
H -2.722 0.924 -1.187
H -0.002 2.007 -0.282
H -1.201 2.999 -1.046
H -0.362 1.762 -1.963
H -1.535 -1.015 -2.392
H 0.007 -0.701 -2.046
H -1.023 -3.074 -2.194
H 0.135 -2.817 -0.874
H -1.580 -2.828 -0.495
C 0.915 -9.140 0.043
C -0.394 -8.385 0.103
N -0.263 -7.001 0.560
C -1.558 -6.380 0.828
C -2.210 -6.899 2.107
C 0.508 -6.125 -0.377
C -0.076 -5.990 -1.802
H 1.022 -9.662 0.994
H 1.829 -8.566 -0.104
H 0.851 -10.005 -0.618
H -0.922 -8.347 -0.850
H -1.001 -8.892 0.852
H -1.472 -5.298 0.727
H -2.252 -6.773 0.085
H -2.289 -7.980 2.227
H -1.699 -6.547 3.003
H -3.201 -6.446 2.105
H 1.517 -6.538 -0.400
H 0.573 -5.128 0.060
H 0.053 -6.895 -2.395
H 0.427 -5.113 -2.211
H -1.160 -5.878 -1.839
C 1.977 1.259 5.154
C 3.370 0.786 4.886
N 4.432 1.277 5.822
C 4.192 0.878 7.243
C 4.123 -0.700 7.534
C 5.726 0.715 5.333
C 6.931 1.692 5.737
H 2.095 2.341 5.207
H 1.611 0.949 6.132
H 1.344 0.838 4.373
H 3.406 -0.276 4.643
H 3.683 1.289 3.971
H 4.985 1.418 7.761
H 3.230 1.262 7.583
H 3.926 -0.742 8.605
H 3.345 -1.139 6.909
H 5.081 -1.154 7.281
H 5.737 0.627 4.247
H 5.916 -0.337 5.546
H 6.979 1.754 6.824
H 6.673 2.688 5.377
H 7.885 1.405 5.297
C -4.486 3.646 -1.917
C -3.882 4.674 -2.865
N -4.960 5.406 -3.599
C -5.556 4.609 -4.703
C -6.743 5.332 -5.276
C -4.523 6.777 -3.906
C -4.026 7.564 -2.653
H -4.763 4.262 -1.062
H -3.791 2.859 -1.622
H -5.465 3.276 -2.220
H -3.168 5.248 -2.275
H -3.261 4.159 -3.597
H -4.819 4.340 -5.460
H -5.973 3.685 -4.302
H -6.460 6.236 -5.816
H -7.329 4.754 -5.991
H -7.389 5.459 -4.407
H -5.232 7.317 -4.534
H -3.707 6.603 -4.606
H -3.603 8.469 -3.089
H -3.045 7.232 -2.313
H -4.851 7.789 -1.977
*
```

The value obtained for the max |F| is 3.75 eV/A. The calculated total energy is -78554.3430 eV. The expectation value of S² is 0.75. The HOMO energy (alpha / beta) comes out at 0.7 / -6.0 eV. As for the gap between HOMO and LUMO (alpha / beta): 0.055 / 0.297 Eh.